# 1
This record from the OMol25 dataset describes a cluster of 5 separate species, C22H41BN4O3 in total at a distorted geometry. The level of theory is the ωB97M-V functional and the def2-TZVPD basis.

Results
**Energy relative to the best compared isomer or geometry (same formula, charge and spin)**: 0.00 kJ/mol
**E_LUMO**: 0.503 eV

Geometry as XYZ:
```
71
Properties=species:S:1:pos:R:3:forces:R:3:mulliken_charge:R:1
C -0.4914 1.6727 3.7940 0.0 0.1 -0.1 -0.95
C -0.1656 2.3680 2.5011 0.7 -0.3 -0.1 0.65
O 0.7052 1.9705 1.7411 -1.0 0.4 0.3 -0.51
O -0.9395 3.4387 2.2714 0.3 -0.4 0.0 -0.38
C -0.8456 4.0032 0.9505 -0.3 0.2 -0.1 -0.59
C -1.5661 3.1529 -0.0778 0.3 0.2 -0.1 0.68
C -1.8752 3.9579 -1.3545 -0.3 -0.6 -0.1 -1.25
C -1.0638 3.5706 -2.6040 0.0 0.5 0.5 -0.31
C 0.4315 3.2937 -2.3659 0.2 0.0 -0.7 -0.52
C 0.9121 1.8831 -2.7715 -0.3 0.0 0.6 -1.02
C 1.5788 1.0802 -1.6267 -0.2 -0.3 -0.8 -0.72
C 0.7438 -0.1397 -1.2104 0.6 0.6 0.6 -0.53
B 1.2571 -0.9102 0.0501 0.0 -0.4 0.1 0.16
C 0.5697 -2.2540 0.5049 -0.4 0.5 0.0 -0.74
C -0.9417 -2.3821 0.2391 -0.1 -0.4 0.3 -0.59
C -1.8180 -1.9588 1.4446 0.0 0.3 -0.9 -0.07
C -2.7765 -0.7956 1.1418 0.0 -0.2 0.6 -0.68
O -2.3800 0.4281 1.7611 -0.2 -0.1 -0.2 -0.48
H 0.3959 1.1439 4.1200 0.1 0.0 0.2 0.32
H -1.2703 0.9360 3.5946 0.0 0.1 0.0 0.22
H -0.8626 2.3566 4.5492 0.0 0.1 0.1 0.36
H -1.3318 4.9717 1.0319 -0.1 0.1 0.1 0.41
H 0.1900 4.1687 0.6669 0.2 -0.1 0.1 0.31
H -2.4846 2.7688 0.3599 0.0 0.0 0.1 0.61
H -0.9233 2.3032 -0.3089 -0.1 -0.1 -0.1 -0.80
H -1.8207 5.0286 -1.1592 0.2 0.1 0.1 0.39
H -2.9237 3.7635 -1.5840 -0.1 0.2 -0.1 0.34
H -1.1395 4.4025 -3.2993 -0.2 0.0 -0.2 -0.15
H -1.5588 2.7341 -3.0923 0.1 -0.2 0.0 0.47
H 0.9827 4.0099 -2.9748 0.1 0.1 0.1 0.61
H 0.7244 3.4971 -1.3384 -0.1 0.0 0.2 0.31
H 1.5588 1.9354 -3.6435 0.1 0.1 0.0 0.41
H 0.0320 1.3272 -3.0958 0.0 -0.1 -0.1 0.43
H 2.5263 0.6926 -1.9993 0.3 0.1 0.2 0.58
H 1.7658 1.7202 -0.7680 0.1 0.0 0.1 0.23
H 0.6884 -0.8388 -2.0475 -0.3 -0.1 -0.1 0.41
H -0.2709 0.2103 -0.9767 -0.2 -0.2 -0.1 0.03
H 2.1944 -0.5309 0.6934 0.1 0.1 -0.2 -0.15
H 1.0730 -3.0606 -0.0385 0.2 0.0 -0.1 0.01
H 0.7421 -2.4463 1.5657 0.2 -0.2 0.0 0.44
H -1.2695 -1.8195 -0.6336 0.2 0.1 -0.2 0.49
H -1.1511 -3.4263 0.0195 -0.1 -0.1 0.0 0.44
H -2.4181 -2.8153 1.7392 0.1 -0.1 0.3 -0.22
H -1.1709 -1.6514 2.2633 -0.1 -0.1 0.3 0.40
H -3.7524 -1.0184 1.5685 -0.1 0.1 0.0 0.44
H -2.9050 -0.6610 0.0664 0.0 0.0 -0.1 0.26
H -1.4941 0.6321 1.4508 0.2 0.0 -0.2 0.09
C 3.8279 -4.5249 -0.1791 0.0 -0.1 0.1 -0.76
C 3.6298 -3.5517 -1.2438 0.0 0.0 0.0 0.35
N 3.4782 -2.7821 -2.0811 -0.1 0.1 0.0 -0.43
H 3.6495 -5.5381 -0.5301 0.0 0.0 -0.1 0.35
H 4.8448 -4.4775 0.2026 0.0 0.1 -0.1 0.35
H 3.1459 -4.3355 0.6455 -0.1 0.1 0.0 0.22
C -0.6615 6.9218 -6.0193 -0.1 0.3 0.0 -0.87
C -0.2570 5.5410 -5.8062 0.0 0.0 0.0 0.43
N 0.0576 4.4521 -5.6327 0.1 -0.1 0.0 -0.37
H 0.1386 7.4878 -6.4929 0.0 -0.1 0.0 0.29
H -1.5396 6.9702 -6.6606 0.0 -0.1 0.0 0.28
H -0.9039 7.4011 -5.0722 0.0 -0.1 0.0 0.27
C 4.6411 -4.9366 4.2207 0.1 0.2 0.2 -0.84
C 4.3191 -5.7577 3.0642 0.0 0.0 0.0 0.41
N 4.0597 -6.4037 2.1529 0.0 -0.1 0.0 -0.39
H 3.8490 -4.2142 4.4104 0.0 0.0 -0.1 0.26
H 4.7598 -5.5547 5.1086 0.0 -0.1 0.0 0.31
H 5.5687 -4.3906 4.0581 0.0 0.0 -0.1 0.27
C -4.0698 -5.8979 2.7337 -0.2 0.0 0.2 -0.85
C -2.8922 -5.7162 1.8995 0.0 0.0 0.0 0.40
N -1.9649 -5.5687 1.2414 0.1 0.0 0.0 -0.37
H -4.7210 -5.0274 2.6734 0.1 0.0 -0.1 0.27
H -4.6362 -6.7705 2.4136 0.1 0.0 -0.1 0.31
H -3.7848 -6.0389 3.7747 0.1 0.0 0.0 0.26
```
Forces are in eV/Å.

***

# 2
This record from the OMol25 dataset describes a structure of composition C22H41HfN3O11P3S4Sb at a distorted geometry. The level of theory is the ωB97M-V functional and the def2-TZVPD basis.

Results
**2S+1**: 2
**Energy relative to the best compared isomer or geometry (same formula, charge and spin)**: 212.66 kJ/mol
**E_LUMO (alpha / beta)**: 2.350 / 2.335 eV
**Total charge**: -1

Geometry as XYZ:
```
86
Properties=species:S:1:pos:R:3:forces:R:3:lowdin_spin:R:1
Hf 1.4917 -0.3395 -0.8212 -1.2 -0.3 0.8 0.00
C -0.9851 -3.6386 4.0950 0.0 0.0 0.0 0.00
C -0.1045 -3.5808 2.8614 0.0 0.0 0.0 0.01
O -0.6415 -2.6939 1.8806 0.0 -0.2 0.0 0.12
P 0.0108 -1.1766 1.7777 -0.7 0.6 0.3 0.26
S 1.6986 0.6389 1.4251 0.3 -0.6 -0.1 0.46
S -0.9988 -0.5471 0.0796 0.0 -0.1 0.0 0.02
O -0.8065 -0.5831 3.0786 0.1 -0.1 -0.1 0.05
C -0.3456 0.4852 3.9045 0.0 0.0 0.0 0.00
C -0.9691 1.7978 3.4840 0.0 0.0 0.0 0.00
H -0.5922 -4.3731 4.8034 0.0 0.0 0.0 0.00
H -2.0028 -3.9242 3.8208 0.0 0.0 0.0 0.00
H -1.0322 -2.6658 4.5823 0.0 0.0 0.0 0.00
H -0.0479 -4.5645 2.3886 0.0 0.0 0.0 0.00
H 0.9165 -3.2802 3.1186 0.0 0.0 0.0 0.01
H 0.7433 0.5439 3.8648 0.0 0.0 0.0 0.00
H -0.6449 0.2217 4.9229 0.0 0.0 0.0 0.00
H -0.5843 2.0964 2.5075 0.0 0.0 0.0 0.00
H -0.7320 2.5795 4.2111 0.0 0.0 0.0 0.00
H -2.0538 1.6968 3.4156 0.0 0.0 0.0 0.00
O 5.0235 -1.3924 -2.8737 -0.1 0.0 -0.2 0.00
P 3.8237 -0.5687 -2.2737 0.1 0.7 0.4 0.00
O 3.6754 -0.7291 -0.7627 0.0 0.1 -0.5 0.00
O 2.4916 -0.8306 -2.9089 0.4 -0.1 0.1 0.00
O 4.2317 0.9788 -2.5262 0.0 -0.1 0.2 0.00
P 3.4468 2.0660 -1.5626 -0.1 0.0 -0.2 0.00
O 3.4140 3.3627 -2.4962 -0.1 -0.1 -0.2 0.00
O 4.1641 2.3217 -0.3148 0.0 0.1 0.0 0.01
O 1.9950 1.5305 -1.5617 0.8 0.4 0.0 0.01
H 5.8012 -1.3472 -2.3049 0.0 0.0 0.0 0.00
H 3.9972 4.0210 -2.1035 0.0 0.0 0.0 0.00
C -3.3992 2.6053 0.6948 0.0 0.0 0.0 0.00
C -2.8443 3.1882 -0.6080 -0.2 0.1 0.2 0.00
C -3.5012 4.5384 -0.8773 0.0 0.0 0.0 0.00
Sb -0.6631 2.9855 -0.5447 -0.1 0.0 -0.4 0.01
C -0.5024 2.7046 -2.7206 0.0 -0.3 0.0 0.00
C -0.7585 1.2591 -3.1665 0.0 0.1 0.1 0.00
C -1.3896 3.6612 -3.5061 0.1 0.1 -0.1 0.00
C 0.2334 4.9846 -0.6140 0.0 0.1 0.1 0.00
C -0.6590 6.2190 -0.6145 0.0 0.0 -0.1 0.00
C 1.1941 5.0373 0.5776 0.1 0.0 0.0 0.00
H -4.4868 2.4761 0.6312 0.0 0.0 0.0 0.00
H -3.2010 3.2795 1.5344 0.0 0.0 0.0 0.00
H -2.9584 1.6364 0.9360 0.0 0.0 0.0 0.00
H -3.1009 2.5030 -1.4241 0.0 0.0 0.0 0.00
H -3.2928 5.2444 -0.0710 0.0 0.0 0.0 0.00
H -4.5918 4.4232 -0.9272 0.0 0.0 0.0 0.00
H -3.1770 4.9967 -1.8111 0.0 0.0 0.0 0.00
H 0.5429 2.9397 -2.9285 0.0 0.1 0.0 0.00
H -1.7143 0.8786 -2.7955 0.0 0.0 0.0 0.00
H 0.0230 0.5539 -2.8578 -0.1 0.2 0.0 0.00
H -0.7694 1.1905 -4.2599 -0.1 0.0 0.0 0.00
H -2.4500 3.4357 -3.3715 0.0 0.0 0.0 0.00
H -1.1779 3.5842 -4.5798 0.0 0.0 0.0 0.00
H -1.2267 4.7025 -3.2175 0.0 0.0 0.0 0.00
H 0.8195 4.9601 -1.5390 0.0 0.0 0.0 0.00
H -1.2871 6.2531 0.2795 0.0 0.0 0.0 0.00
H -1.3199 6.2665 -1.4806 0.0 0.0 0.0 0.00
H -0.0489 7.1312 -0.6131 0.0 0.0 0.0 0.00
H 0.6409 5.0164 1.5221 0.0 0.0 0.0 0.00
H 1.7895 5.9587 0.5653 0.0 0.0 0.0 0.00
H 1.8839 4.1896 0.5992 0.0 0.0 0.0 0.00
N -3.3312 -6.4219 0.8818 0.0 0.0 -0.1 0.00
C -2.3804 -5.6751 0.1837 0.0 -0.1 0.0 0.00
C -1.0803 -6.1630 0.0255 0.0 0.0 0.1 0.00
C -0.1329 -5.4134 -0.6417 0.0 0.0 -0.1 0.00
C -0.4799 -4.1753 -1.1766 -0.2 -0.1 0.2 0.00
C -1.7800 -3.7054 -1.0674 0.0 0.0 0.0 0.00
C -2.7276 -4.4612 -0.4026 0.0 0.0 0.0 0.00
S 0.8000 -3.1301 -1.7411 0.0 0.1 0.3 0.00
O 0.1800 -1.9240 -2.3039 0.3 -0.4 0.2 0.00
O 1.6932 -3.9267 -2.5373 0.0 0.0 -0.1 0.00
N 1.5004 -2.5473 -0.4067 0.9 -0.2 -0.3 0.00
C 2.5734 -3.1611 0.2492 -0.6 -0.3 -0.5 0.00
S 3.5332 -4.4518 -0.4417 0.0 0.0 -0.2 0.00
C 4.5068 -4.4440 0.9697 0.1 0.0 0.1 0.00
C 4.0664 -3.4935 1.8259 0.0 0.0 0.0 0.00
N 2.9656 -2.7834 1.4213 0.0 0.0 0.1 0.01
H -2.9509 -7.0521 1.5688 0.0 0.0 0.0 0.00
H -4.1004 -5.8830 1.2456 0.0 0.0 0.0 0.00
H -0.8084 -7.1182 0.4605 0.0 0.0 0.0 0.00
H 0.8801 -5.7814 -0.7432 0.0 0.0 0.0 0.00
H -2.0311 -2.7364 -1.4724 0.0 0.0 0.0 0.00
H -3.7364 -4.0807 -0.2911 0.0 0.0 0.0 0.00
H 5.3405 -5.1172 1.0853 0.0 0.0 0.0 0.00
H 4.5088 -3.2625 2.7845 0.0 0.0 0.0 0.00
```
Forces are in eV/Å.

***

# 3
This record from the OMol25 dataset describes a structure of composition C22H42AlINO2SYb at a distorted geometry. The level of theory is the ωB97M-V functional and the def2-TZVPD basis.

Results
**E_LUMO**: -7.442 eV
**Total charge**: +1

Geometry as XYZ:
```
71
Properties=species:S:1:pos:R:3:forces:R:3:mulliken_charge:R:1
C 7.8075 -0.6644 2.6356 -0.2 1.0 0.6 -0.97
C 7.8288 0.5698 1.7466 0.5 -0.5 -0.6 -0.54
C 8.4324 0.2131 0.3745 0.3 0.4 0.5 -0.78
C 8.1116 1.2800 -0.6600 -0.8 -0.2 0.0 -0.95
C 6.5859 1.4354 -0.8747 0.2 -0.4 -0.3 -0.82
C 5.7938 0.1387 -0.6956 -0.9 0.6 -0.3 0.55
C 4.2872 0.3446 -0.9578 0.6 0.0 -0.2 -0.69
C 3.9101 0.2898 -2.4437 -0.4 0.3 0.1 -0.94
C 2.4839 -0.2293 -2.6386 0.3 -0.1 0.1 -0.65
C 2.3315 -1.6816 -2.2098 -0.4 -0.2 0.1 -0.60
C 0.8617 -2.1371 -2.1224 0.7 -0.1 0.8 -0.78
C 0.3266 -1.7342 -0.7374 0.1 0.8 -0.7 -0.47
C -1.1754 -1.4785 -0.6639 -0.3 -0.5 0.8 -1.01
C -1.9875 -2.7685 -0.5008 0.4 0.9 -0.4 -0.56
Al -3.7034 -2.2976 0.5359 -0.1 -0.5 -0.4 0.13
I -3.1455 -2.4235 3.0469 0.1 0.1 -0.3 -0.25
C -4.3453 -0.4851 -0.0330 -0.4 0.1 0.4 -0.69
C -5.3319 0.1562 0.9632 0.5 0.1 -0.3 -0.64
C -5.3406 1.6762 0.7582 -0.6 -0.3 0.0 -0.71
C -6.3413 2.4053 1.6701 0.2 0.3 -0.7 -0.62
C -7.6868 2.4706 0.9744 0.3 0.1 0.2 -0.51
O -8.6351 3.1204 1.8273 -0.2 -0.5 -0.2 -0.33
C -9.9533 2.9175 1.5354 -0.2 0.0 0.5 0.69
C -10.3496 2.7155 0.0961 0.3 -0.1 0.2 -0.93
O -10.7514 2.9260 2.4288 0.1 0.2 -0.1 -0.55
N -4.9572 -3.6778 0.0858 0.3 0.9 0.3 -0.24
C -5.6908 -4.0031 0.9663 -0.3 -0.7 0.5 0.31
S -6.6058 -4.5053 2.1713 0.1 0.2 -0.3 -0.31
H 7.1130 -1.3819 2.1767 1.8 1.3 -1.6 -0.06
H 7.4006 -0.3772 3.6259 0.0 -0.2 0.0 0.58
H 8.8009 -1.0806 2.7901 0.0 -0.4 -0.1 0.37
H 6.8203 0.9505 1.6316 0.0 0.3 0.2 0.39
H 8.4756 1.3181 2.1976 -0.2 0.2 0.2 0.42
H 8.1119 -0.7787 0.0543 -0.1 0.0 -0.1 0.38
H 9.5126 0.1703 0.5237 0.1 -0.2 -0.2 0.46
H 8.5578 1.0230 -1.6170 0.2 0.0 0.0 0.34
H 8.5321 2.2259 -0.3239 0.1 0.1 -0.1 0.33
H 6.4277 1.7408 -1.9083 -0.1 0.2 0.0 0.47
H 6.1525 2.2296 -0.2677 0.0 0.0 0.2 0.41
H 5.8666 -0.2577 0.3217 0.3 -0.2 0.1 -0.58
H 6.1335 -0.6021 -1.4187 0.3 -0.3 0.2 0.30
H 3.7449 -0.4090 -0.3920 -0.2 0.0 0.0 0.29
H 3.9863 1.3185 -0.5713 -0.1 0.0 0.2 0.40
H 3.9673 1.3074 -2.8315 0.1 0.0 -0.2 0.39
H 4.6066 -0.3117 -3.0303 0.1 -0.1 0.1 0.42
H 1.8203 0.4320 -2.0778 -0.2 -0.1 0.1 0.30
H 2.1767 -0.1652 -3.6819 0.1 0.2 -0.1 0.40
H 2.9191 -2.3285 -2.8632 0.0 0.0 -0.2 0.46
H 2.7297 -1.8371 -1.2062 0.2 0.0 0.0 0.17
H 0.8619 -3.2224 -2.2021 -0.4 -0.1 -0.4 0.30
H 0.2751 -1.6670 -2.9078 -0.1 -0.2 -0.2 0.42
H 0.6499 -2.4481 0.0194 -0.1 -0.1 0.1 0.37
H 0.8195 -0.7882 -0.4906 0.0 0.1 0.1 0.22
H -1.3464 -0.8467 0.2145 0.1 0.1 0.0 0.39
H -1.5277 -0.8960 -1.5129 0.0 0.0 -0.2 0.32
H -1.4003 -3.4975 0.0513 -0.2 -0.3 0.1 0.50
H -2.3223 -3.1373 -1.4694 -0.1 -0.4 0.1 0.32
H -4.8168 -0.5605 -1.0141 0.1 -0.1 -0.1 0.48
H -3.4962 0.1927 -0.1317 0.3 -0.2 0.0 0.41
H -6.3292 -0.2440 0.7894 -0.1 -0.1 0.2 0.28
H -5.0393 -0.0495 1.9915 -0.1 -0.1 0.1 0.22
H -4.3351 2.0732 0.8790 0.1 0.0 0.1 0.49
H -5.6357 1.8421 -0.2813 0.2 0.2 -0.1 0.30
H -5.9944 3.4310 1.7881 0.0 0.1 0.4 0.28
H -6.4231 1.9137 2.6356 0.0 0.1 0.2 0.33
H -7.9956 1.4527 0.7333 -0.3 0.0 0.0 0.34
H -7.5690 3.0368 0.0499 -0.1 0.0 -0.1 0.27
H -9.7601 3.3509 -0.5589 -0.1 0.0 -0.2 0.34
H -10.1778 1.6779 -0.1847 0.0 -0.1 -0.1 0.29
H -11.4097 2.9152 0.0188 -0.1 0.1 -0.1 0.31
Yb 6.0429 -2.4938 3.1439 -1.8 -1.7 1.4 1.07
```
Forces are in eV/Å.

***

| no. | calculated total energy (eV) |
| --- | --- |
| 1 | -36256.3512 |
| 2 | -129538.2501 |
| 3 | -86132.9818 |